*A*
Computed, not measured: a gas-phase ion, C5H8N3O (charge +1), with wB97M-V/def2-TZVPD.

Kohn-Sham gap, eV: 9.31
Structure (SMILES): [NH3+][C@@H]1OCc2nccn21

ORCA input file:
```
! RIJCOSX wB97M-V def2-TZVPD def2/J DEFGRID3
* xyz 1 1
C -0.02 1.94 -0.07
C 0.92 0.81 -0.02
H -1.10 -0.76 -1.21
O -1.09 1.48 0.68
H 1.15 -2.26 0.83
C -1.09 -0.15 0.62
H -2.20 -1.62 -0.49
N 0.31 -0.27 0.51
N -1.91 -0.65 -0.59
N 2.13 0.61 -0.39
H -0.25 2.12 -1.16
H -2.65 -0.22 -1.03
H 3.44 -1.29 -0.15
H -1.63 -0.51 1.52
C 1.28 -1.33 0.49
C 2.42 -0.76 0.00
H 0.29 2.88 0.47
*
```

These are the Löwdin partial charges, in e, on atoms 1 to 8:
1. C -0.1291
2. C -0.3502
3. H 0.1791
4. O -0.0514
5. H 0.0670
6. C -0.0862
7. H 0.1768
8. N -0.0070


*B*
Computed, not measured: a molecular structure, C5H8N3O, with wB97M-V/def2-TZVPD.

Kohn-Sham gap, eV: 8.64

ORCA input file:
```
! RIJCOSX wB97M-V def2-TZVPD def2/J DEFGRID3
* xyz 1 1
H 3.64 -1.08 -1.04
C 0.37 0.90 0.00
H -1.70 1.08 -2.05
O 2.65 1.40 0.27
H 3.94 -1.33 0.57
N 1.42 1.38 0.21
C -2.86 -0.32 0.68
N 3.26 -1.00 -0.10
H -1.19 -0.19 1.93
H -3.53 -0.80 1.36
C -0.96 0.58 -0.04
H 3.08 0.19 0.10
C -1.89 0.66 -1.09
H 2.40 -1.54 -0.02
H -3.99 0.01 -1.17
N -1.59 -0.03 1.02
C -3.07 0.10 -0.62
*
```

These are the Löwdin partial charges, in e, on atoms 1 to 8:
1. H 0.1306
2. C 0.0983
3. H 0.1215
4. O -0.0248
5. H 0.1278
6. N 0.0035
7. C -0.0583
8. N 0.2121


*C*
Computed, not measured: a gas-phase ion, C5H8N3O (charge +1), with wB97M-V/def2-TZVPD.

Kohn-Sham gap, eV: 10.18
Structure (SMILES): Oc1[nH+]cn2c1CNC2

ORCA input file:
```
! RIJCOSX wB97M-V def2-TZVPD def2/J DEFGRID3
* xyz 1 1
N -1.83 -0.92 0.06
C 0.92 1.56 0.16
C 1.82 -0.78 0.10
C -1.66 0.38 -0.04
H 2.03 -1.30 0.95
H 1.11 2.00 1.15
O -2.65 1.22 -0.14
N 2.06 0.62 -0.02
H -0.32 -2.66 -0.03
C -0.32 0.62 0.05
H 2.30 0.85 -0.96
H 2.36 -1.27 -0.77
H 0.75 2.42 -0.52
H -3.48 0.92 0.19
H -2.72 -1.42 -0.02
N 0.30 -0.67 -0.10
C -0.65 -1.59 -0.07
*
```

These are the Löwdin partial charges, in e, on atoms 1 to 8:
1. N 0.1724
2. C -0.0743
3. C -0.0470
4. C -0.3380
5. H 0.0988
6. H 0.1209
7. O 0.1844
8. N -0.0386


The data favor *C*; the next most stable structure lies 84.6 kJ/mol above it.


*A*
Computed, not measured: a molecular structure, C42H43BrCsFN11O5S2, with wB97M-V/def2-TZVPD.

Kohn-Sham gap, eV: 5.86

ORCA input file:
```
! RIJCOSX wB97M-V def2-TZVPD def2/J DEFGRID3
* xyz 1 1
H 2.34 -6.67 -5.75
C -0.50 -2.11 -1.45
C -0.89 1.71 -3.12
N 0.69 -4.07 -4.34
S 0.70 4.48 1.14
H 0.11 -5.95 -5.03
C 0.44 -3.29 -5.53
Br -5.27 4.73 -3.29
C 1.61 -3.80 -2.10
N 1.90 -4.87 -6.75
H -0.79 7.13 5.40
N -2.82 -1.21 5.27
C 2.09 -0.13 -3.47
C 0.48 1.14 -4.77
N -0.14 4.79 4.06
F -1.35 -2.39 -3.62
N 1.55 6.89 1.75
H 0.89 1.43 -6.87
H 1.42 -2.93 -7.44
C -2.59 2.03 5.75
C 0.97 -5.45 -4.57
H -2.04 -2.05 6.95
H -1.20 2.42 -5.09
C -2.97 3.10 -3.09
C -3.90 3.80 -2.37
C 2.31 -3.01 1.42
C 1.52 -3.27 -0.80
C -2.10 -2.12 5.87
C -3.86 3.86 -0.98
C -1.76 2.61 7.90
C 1.21 0.99 -5.94
N 2.45 -3.57 0.18
H 0.67 6.51 6.19
C -2.88 3.18 -0.29
C -0.39 6.31 5.99
N 0.03 0.96 -2.55
H -1.65 2.44 8.96
H -2.15 -2.08 2.24
C -3.60 3.97 1.83
H 1.97 6.86 0.84
C 0.46 -2.41 -0.48
C 3.64 -4.36 -0.10
H -3.18 1.38 5.10
H -4.61 4.43 -0.45
C -1.44 -3.12 3.86
H 0.62 6.70 3.95
O -2.73 3.17 1.04
C 1.62 -3.41 -6.49
C 0.90 0.60 -3.55
H 5.60 -4.18 -0.99
H 3.07 -3.26 2.15
H 2.68 -4.96 -7.40
H -4.63 3.64 1.73
C 0.93 5.76 2.16
H -0.89 -3.79 3.22
H 4.37 -3.14 -1.74
H 3.02 0.18 -6.73
H -3.51 5.02 1.54
H 2.52 -2.99 -6.04
H -0.52 4.36 7.89
C -1.12 3.69 7.30
O 2.37 -2.13 3.93
O -0.99 1.79 -0.28
H 2.42 -0.54 -2.53
H -0.78 -3.86 5.75
H -0.41 1.27 -0.88
C 2.17 -5.63 -5.48
N -1.98 3.05 5.16
C 0.30 -1.81 0.87
N -0.68 1.83 -4.47
C -1.39 -3.15 5.21
H -1.31 -1.45 -1.18
C 0.66 -3.51 -3.05
H 3.78 -0.78 -4.59
H 1.08 -5.28 -7.21
H 3.08 -5.20 -5.06
H -3.26 3.85 2.86
C 2.39 0.28 -5.85
H -3.03 3.07 -4.16
H -0.48 -3.62 -6.03
C -0.56 5.00 5.25
N -2.21 -2.20 3.25
H -0.92 6.30 6.93
H -3.02 0.90 7.51
C 1.39 -1.71 3.31
H 5.04 -2.73 -0.16
H 4.00 -4.73 0.86
C -2.51 1.76 7.11
O -0.66 -1.05 1.05
H 3.35 -5.24 -0.68
O 0.45 -0.98 3.69
H 0.32 -2.24 -5.28
N 0.50 5.83 3.45
H 2.45 -4.43 -2.38
C 4.73 -3.56 -0.79
S -3.85 -0.16 3.02
C 1.31 -2.18 1.83
C -0.40 -2.65 -2.69
C -1.91 2.43 -1.01
H 1.91 7.56 2.41
C -1.26 3.87 5.93
C 2.83 -0.27 -4.63
H 1.16 -5.96 -3.62
Cs -0.52 1.39 2.67
C -2.92 -1.24 3.91
C -1.95 2.40 -2.40
*
```

These are the Löwdin partial charges, in e, on atoms 1 to 8:
1. H 0.1375
2. C 0.0781
3. C -0.2150
4. N -0.0911
5. S 0.6156
6. H 0.1391
7. C -0.1327
8. Br 0.7514


*B*
Computed, not measured: a molecular structure, C42H43BrCsFN11O5S2, with wB97M-V/def2-TZVPD.

Kohn-Sham gap, eV: 6.59

ORCA input file:
```
! RIJCOSX wB97M-V def2-TZVPD def2/J DEFGRID3
* xyz 1 1
H -0.97 6.45 1.23
C 2.11 0.26 5.75
N -2.92 -4.48 0.14
N 0.67 -1.59 2.40
H 0.81 1.55 -8.02
C 0.99 1.88 1.34
F 2.56 1.74 3.07
C -2.40 -5.66 -0.25
N -2.80 -3.90 -5.81
H 3.77 -3.81 1.46
C -0.62 1.96 -0.52
H 2.51 -5.09 -2.44
C -1.81 5.88 0.84
C 2.54 5.24 4.17
Br 4.66 -5.79 -0.57
C 1.55 2.40 2.46
C 1.32 -3.55 -1.53
H 0.13 -1.21 0.20
N 1.61 4.12 4.24
H 1.54 6.33 5.73
O -1.89 2.38 -3.53
C -2.92 5.76 1.88
H -0.55 -0.45 -8.50
O 0.05 -1.94 -0.43
H 3.84 4.64 6.38
H 2.56 0.68 6.65
H -3.09 -4.16 -6.74
C 1.12 3.61 3.00
H -2.47 -1.38 -8.55
H -0.02 -3.57 -4.47
C 2.93 -0.34 4.81
H 1.34 2.30 5.26
S -2.84 -4.47 -3.17
H -3.78 -4.14 -0.27
C 0.40 0.97 -7.20
C -2.34 2.18 -2.39
H 1.32 0.92 0.95
C -0.37 -0.16 -7.47
H 1.72 -3.78 -4.12
C 1.96 3.82 6.61
H 2.95 5.45 7.49
N -2.04 -2.79 -5.62
C -1.22 -6.08 0.25
C -1.79 -2.06 -6.63
N -0.63 -0.55 -5.14
H 4.01 -0.38 4.93
H -3.77 5.22 1.45
C -3.20 -4.70 -4.78
C 0.71 0.29 5.60
H -0.98 -0.28 4.37
H -3.30 -2.81 -7.99
H -0.19 5.26 2.76
C 3.08 -3.76 0.62
O 0.45 -3.33 -2.53
H -4.24 -5.86 -6.16
C 0.00 2.59 0.65
N 2.89 -1.63 2.64
C -0.60 -5.19 1.16
C 2.01 3.15 5.26
H -2.61 4.64 -1.23
H 3.02 2.76 5.10
H -2.17 6.41 -0.03
O -0.32 0.81 -0.87
C 0.70 -3.98 -3.77
H 3.24 6.80 5.51
C 2.33 -0.94 3.70
C 2.53 5.97 5.50
C 0.10 -0.28 4.50
H 0.97 4.22 6.81
N 2.91 4.99 6.59
S -3.02 -2.15 1.37
H 0.54 -5.06 -3.68
H 0.28 0.75 -3.85
C -0.90 -0.88 -6.41
C 3.23 -4.55 -0.48
H -2.98 -6.23 -0.97
H -4.31 -6.36 -4.50
C -1.87 4.01 -0.73
C -1.58 2.79 -1.21
C 2.36 -4.46 -1.57
H 1.20 2.22 -5.64
N -1.32 4.57 0.39
O -3.30 1.45 -2.04
H -0.77 -7.01 -0.04
H -1.64 -2.94 -8.60
H 0.10 0.75 6.37
N -3.93 -5.75 -5.21
N -1.11 -4.03 1.52
C 0.93 -0.90 3.57
H 3.56 4.91 3.94
C 1.12 -2.76 -0.38
H 2.23 5.93 3.39
C 1.88 -2.02 1.91
C 0.16 4.34 2.31
C 2.00 -2.85 0.69
C -0.38 3.86 1.11
C 0.63 1.33 -5.89
Cs -2.20 -0.67 -2.36
H -3.27 6.75 2.18
H 0.36 -5.45 1.59
C -2.31 -3.61 1.02
C -2.33 -2.32 -8.02
H -2.59 5.22 2.77
H 2.26 3.15 7.42
H -0.22 -2.04 2.17
C 0.11 0.52 -4.90
*
```

These are the Löwdin partial charges, in e, on atoms 1 to 8:
1. H 0.1095
2. C -0.1426
3. N 0.0633
4. N 0.1729
5. H 0.1114
6. C 0.0913
7. F 0.0782
8. C -0.1239


The data favor *A*; the next most stable structure lies 102.6 kJ/mol above it.